[1]
# C32H34F3N3Pt

A molecular structure, C32H34F3N3Pt (ωB97M-V/def2-TZVPD, OMol25).

For the HOMO energy (spin up / spin down), the calculation gives -6.0 / -7.8 eV. Its spin multiplicity is 3. The value obtained for the HOMO-LUMO gap (spin up / spin down) is 5.52 / 7.01 eV.

Last column: Löwdin charge in e.
Positions of all 73 atoms, in Å:
Pt 0.714 2.245 -0.926  1.132
C 5.245 -2.942 0.237  -0.040
C 4.426 -2.983 -1.062  -0.560
C 5.373 -2.951 -2.272  -0.039
C 3.638 -4.294 -1.094  -0.064
C 3.517 -1.764 -1.121  -0.149
C 4.072 -0.476 -1.053  0.005
C 3.254 0.623 -1.111  -0.097
N 1.925 0.530 -1.255  -0.081
C 1.366 -0.691 -1.336  -0.191
C 2.145 -1.846 -1.256  0.056
C -0.077 -0.684 -1.564  -0.197
C -0.877 -1.820 -1.482  0.049
C -2.240 -1.758 -1.731  -0.150
C -2.734 -0.526 -2.162  0.011
C -1.892 0.568 -2.194  -0.119
N -0.610 0.520 -1.848  0.004
C -3.125 -2.985 -1.559  -0.557
C -2.871 -3.939 -2.737  -0.036
C -4.611 -2.610 -1.544  -0.061
C -2.799 -3.679 -0.228  -0.044
H 5.890 -3.820 0.294  0.088
H 4.585 -2.938 1.106  0.094
H 5.876 -2.055 0.288  0.078
H 6.021 -3.829 -2.263  0.088
H 6.005 -2.062 -2.258  0.080
H 4.804 -2.949 -3.203  0.093
H 4.333 -5.132 -1.026  0.088
H 3.075 -4.401 -2.023  0.088
H 2.948 -4.362 -0.251  0.090
H 5.140 -0.334 -0.969  0.115
H 3.652 1.628 -1.049  0.116
H 1.655 -2.805 -1.325  0.100
H -0.421 -2.755 -1.191  0.108
H -3.765 -0.404 -2.459  0.110
H -2.266 1.541 -2.491  0.123
H -3.087 -3.434 -3.680  0.091
H -3.518 -4.814 -2.660  0.089
H -1.833 -4.275 -2.761  0.084
H -4.946 -2.264 -2.522  0.083
H -4.812 -1.833 -0.805  0.093
H -5.200 -3.490 -1.282  0.087
H -1.772 -4.040 -0.186  0.074
H -3.460 -4.535 -0.086  0.087
H -2.946 -2.986 0.602  0.097
N 0.524 2.575 1.030  -0.027
C -0.376 2.929 1.842  -0.339
C -1.772 3.309 1.468  -0.200
C -2.345 4.467 1.983  -0.031
C -3.615 4.851 1.582  -0.075
C -4.336 4.070 0.690  -0.088
C -3.777 2.903 0.193  -0.081
C -2.497 2.532 0.573  -0.048
C -0.033 2.974 3.299  -0.183
C -0.962 2.580 4.259  -0.037
C -0.607 2.550 5.600  -0.086
C 0.667 2.930 5.993  -0.098
C 1.595 3.328 5.040  -0.085
C 1.248 3.344 3.699  -0.034
H -1.783 5.089 2.669  0.124
H -4.040 5.769 1.968  0.103
H -5.329 4.378 0.388  0.100
H -4.333 2.283 -0.500  0.096
H -2.047 1.624 0.203  0.081
H -1.957 2.281 3.956  0.115
H -1.328 2.231 6.342  0.100
H 0.938 2.915 7.041  0.098
H 2.590 3.625 5.345  0.100
H 1.961 3.645 2.942  0.109
F -0.088 4.457 -2.650  -0.020
C 0.444 4.251 -1.397  -0.696
F 1.707 4.815 -1.465  -0.032
F -0.250 5.102 -0.596  0.018

Forces on the atoms, in the same order (eV/Å):
0.23 0.62 -0.17
-0.08 0.03 -0.05
0.07 -0.14 0.02
-0.08 0.04 0.04
0.00 0.11 -0.01
0.27 0.23 0.07
-0.11 -0.31 -0.09
-0.01 0.03 -0.02
0.02 -0.71 0.29
0.92 0.25 0.05
-0.39 0.07 -0.12
-1.01 0.06 -0.08
0.41 0.04 0.04
-0.20 0.23 -0.11
0.06 -0.29 0.05
-0.02 0.29 -0.03
0.11 -0.26 -0.08
-0.07 -0.10 -0.01
0.03 0.06 0.05
0.15 0.01 -0.02
-0.01 0.10 -0.06
0.01 0.01 0.01
0.02 -0.02 0.02
0.02 0.00 0.01
0.01 0.00 0.01
0.02 -0.01 -0.02
0.03 -0.01 -0.02
-0.01 -0.01 0.00
-0.01 -0.03 0.01
-0.01 -0.03 -0.01
0.00 0.02 0.04
-0.03 0.00 0.01
0.05 -0.01 -0.01
-0.03 -0.03 0.00
-0.01 0.04 0.08
0.04 0.03 0.08
0.01 -0.04 -0.03
0.02 -0.02 0.01
0.00 -0.01 0.00
-0.04 0.03 0.02
-0.05 -0.01 0.00
-0.03 0.00 -0.03
0.01 -0.03 -0.01
0.01 -0.01 0.00
-0.01 -0.04 0.04
-0.62 0.07 0.12
0.42 -0.05 0.08
0.01 -0.11 -0.18
0.02 0.03 -0.07
0.01 0.05 0.06
-0.02 0.04 0.02
0.00 -0.02 -0.07
0.00 0.02 0.14
0.06 0.04 0.08
0.07 0.01 0.02
-0.01 0.01 0.04
0.00 -0.02 0.04
0.01 0.00 -0.01
-0.02 0.02 0.00
0.00 -0.04 0.03
-0.02 -0.01 -0.01
0.00 -0.03 -0.02
-0.02 0.01 0.01
0.03 -0.08 -0.08
-0.01 0.03 -0.02
-0.01 0.00 -0.01
0.00 0.00 0.00
0.00 0.01 -0.01
0.00 0.00 0.00
0.02 0.04 0.11
-0.02 -0.10 -0.29
-0.18 0.08 -0.03
-0.04 -0.18 0.09

[2]
# C32H34IN11O10P2SW

A molecular structure, C32H34IN11O10P2SW (ωB97M-V/def2-TZVPD, OMol25).

For the HOMO energy (spin up / spin down), the calculation gives -8.2 / -8.5 eV. Its spin multiplicity is 3. The value obtained for the HOMO-LUMO gap (spin up / spin down) is 7.40 / 5.26 eV.

Last column: Löwdin charge in e.
Positions of all 92 atoms, in Å:
W -0.635 0.742 -0.217  1.855
C 2.852 3.548 1.224  -0.012
C 2.999 3.017 -0.165  -0.247
N 3.919 3.551 -0.936  0.130
C 4.086 3.107 -2.193  -0.090
C 3.383 2.056 -2.716  -0.151
C 3.667 1.558 -4.102  -0.201
O 2.449 1.515 -4.853  -0.061
C 2.393 1.463 -1.903  -0.066
C 1.694 0.290 -2.343  -0.004
N 0.656 -0.145 -1.742  -0.042
C -0.133 -1.267 -2.056  -0.328
C 0.116 -2.304 -2.938  -0.011
C -0.855 -3.295 -3.018  -0.084
C -2.003 -3.216 -2.238  -0.077
C -2.229 -2.147 -1.371  -0.194
C -1.273 -1.141 -1.262  -0.242
I -2.491 -2.706 1.916  0.424
C 2.145 1.971 -0.626  -0.249
O 1.222 1.494 0.188  -0.231
H 3.728 4.142 1.471  0.085
H 2.731 2.735 1.938  0.052
H 1.961 4.175 1.293  0.064
H 4.834 3.622 -2.785  0.113
H 4.116 0.557 -4.065  0.125
H 4.390 2.228 -4.572  0.120
H 2.667 1.360 -5.777  0.091
H 2.073 -0.262 -3.200  0.138
H 1.025 -2.364 -3.523  0.111
H -0.713 -4.135 -3.686  0.104
H -2.750 -3.997 -2.317  0.107
H -3.168 -2.082 -0.842  0.022
C 0.549 -0.998 4.571  -0.071
C 0.943 -0.081 3.418  -0.518
O 2.194 0.543 3.742  -0.066
P 1.265 -1.108 1.894  0.553
O 1.215 -2.637 2.282  -0.115
O 2.781 -0.850 1.595  -0.068
O 0.385 -0.923 0.691  -0.406
P -0.416 1.176 3.165  0.398
O 0.495 2.496 3.097  -0.130
O -1.405 1.173 4.242  -0.241
O -0.933 0.881 1.755  -0.463
H 1.348 -1.708 4.778  0.091
H -0.366 -1.544 4.337  0.064
H 0.355 -0.386 5.449  0.093
H 2.100 1.496 3.592  0.073
H 0.332 -3.026 2.164  -0.003
H 3.152 -0.270 2.289  0.090
H 0.003 3.330 3.065  0.098
N -2.945 2.855 1.459  0.163
C -1.846 3.468 0.920  -0.476
N -1.479 4.714 1.136  0.062
N -0.390 4.878 0.346  -0.041
N -0.110 3.802 -0.283  -0.021
N -1.020 2.856 0.068  -0.115
C -3.501 1.794 0.782  -0.448
N -4.796 1.563 0.737  0.064
N -4.919 0.487 -0.058  -0.047
N -3.773 0.091 -0.473  -0.077
N -2.816 0.901 0.053  -0.103
H -3.599 3.447 1.947  0.155
O -1.205 1.520 -2.113  -0.613
S -2.304 0.959 -3.048  1.070
C -3.635 2.181 -3.022  -0.239
C -3.293 3.562 -3.500  -0.269
C -2.353 4.346 -2.837  -0.028
C -2.062 5.621 -3.296  -0.055
C -2.710 6.128 -4.413  -0.080
C -3.657 5.356 -5.071  -0.080
C -3.946 4.077 -4.617  -0.062
C -1.548 1.255 -4.654  -0.240
C -2.443 0.718 -5.736  -0.277
C -2.959 1.563 -6.712  -0.045
C -3.789 1.059 -7.704  -0.071
C -4.114 -0.289 -7.720  -0.081
C -3.602 -1.137 -6.747  -0.070
C -2.768 -0.637 -5.759  -0.044
H -3.977 2.153 -1.984  0.080
H -4.417 1.721 -3.631  0.110
H -1.839 3.964 -1.967  0.076
H -1.329 6.216 -2.766  0.110
H -2.486 7.126 -4.766  0.103
H -4.177 5.751 -5.934  0.104
H -4.687 3.475 -5.129  0.113
H -0.604 0.709 -4.590  0.101
H -1.334 2.320 -4.745  0.109
H -2.706 2.616 -6.696  0.111
H -4.182 1.721 -8.464  0.106
H -4.765 -0.681 -8.490  0.104
H -3.853 -2.189 -6.756  0.107
H -2.367 -1.300 -5.000  0.105

Forces on the atoms, in the same order (eV/Å):
0.02 -0.26 -0.26
0.02 0.00 -0.01
-0.04 0.00 0.02
0.02 0.00 -0.02
0.00 0.01 0.02
-0.04 -0.01 0.02
0.01 0.00 -0.01
0.00 0.01 -0.01
0.02 0.03 0.01
-0.03 -0.21 0.07
-0.01 0.36 -0.07
-0.21 -0.07 0.17
0.01 0.01 0.03
-0.01 0.00 -0.01
-0.02 -0.02 0.00
0.07 0.02 0.05
0.12 0.11 -0.12
0.07 0.02 -0.01
0.09 0.09 -0.02
-0.04 -0.10 0.07
0.01 0.00 0.00
0.02 0.03 -0.02
0.01 -0.03 0.00
0.01 -0.01 0.00
0.00 0.00 0.00
0.00 0.00 0.00
0.00 0.00 0.01
-0.01 -0.01 0.01
0.00 0.00 0.00
0.00 0.00 0.00
0.00 0.00 0.00
-0.02 0.00 -0.02
-0.02 0.00 0.03
-0.05 0.06 -0.03
0.04 0.00 -0.08
0.07 0.11 -0.17
0.01 -0.03 0.06
0.03 -0.11 -0.01
-0.01 -0.11 0.22
0.09 -0.11 0.02
-0.02 -0.02 -0.01
0.00 -0.02 0.01
-0.13 0.05 0.09
0.00 0.00 0.00
0.00 0.01 0.00
0.00 0.00 0.00
-0.01 0.01 0.05
-0.02 0.02 -0.03
-0.03 0.06 0.03
-0.02 0.02 0.02
-0.02 -0.05 0.08
0.04 0.02 -0.06
-0.07 0.02 -0.01
0.04 -0.02 0.02
-0.02 0.02 -0.06
0.04 -0.02 -0.03
-0.04 0.00 0.00
0.01 0.02 -0.01
0.00 -0.03 0.01
0.02 -0.01 -0.05
0.03 0.01 -0.04
0.00 0.01 -0.01
-0.08 0.04 0.04
0.03 0.02 0.02
-0.03 0.06 0.00
-0.02 -0.02 0.01
-0.03 0.02 0.01
0.03 0.02 -0.01
0.00 0.00 0.01
0.00 -0.01 0.00
0.02 0.01 -0.02
0.00 -0.01 0.02
0.01 0.01 0.00
0.01 -0.01 -0.02
0.00 0.00 0.00
-0.01 0.00 0.00
-0.01 0.00 0.00
-0.01 0.00 0.00
0.02 0.01 -0.04
-0.01 0.00 0.01
-0.01 -0.03 0.00
0.00 0.00 0.00
0.00 0.00 0.00
0.00 0.00 0.00
0.00 0.01 0.01
0.01 0.02 0.01
-0.01 0.00 -0.01
0.00 0.00 0.00
0.00 0.00 0.00
0.00 0.00 0.00
0.00 0.00 0.00
0.00 -0.01 0.00

[3]
# C32H34N5O4PPtS

A molecular structure, C32H34N5O4PPtS (ωB97M-V/def2-TZVPD, OMol25).

For the HOMO energy, the calculation gives -13.5 eV. The value obtained for the HOMO-LUMO gap is 6.57 eV. As for the net charge: +2.

Last column: Löwdin charge in e.
Positions of all 78 atoms, in Å:
Pt -1.138 0.195 -0.183  1.262
O 3.165 -0.065 3.004  0.074
C 2.174 0.181 3.883  -0.252
C 2.454 0.347 5.240  -0.003
C 1.446 0.619 6.140  -0.039
C 0.125 0.736 5.711  -0.057
C -0.163 0.575 4.377  -0.008
C 0.842 0.292 3.434  -0.085
C 0.444 0.137 2.039  -0.365
O -0.804 0.483 1.769  -0.217
N 1.305 -0.306 1.133  0.139
N 0.749 -0.343 -0.093  -0.203
C 1.368 -0.560 -1.202  -0.042
C 0.514 -0.531 -2.391  -0.253
C 0.973 -0.779 -3.671  0.019
C 0.066 -0.788 -4.726  0.005
C -1.277 -0.582 -4.469  0.009
C -1.682 -0.338 -3.165  -0.098
N -0.809 -0.294 -2.166  -0.077
H 4.007 -0.103 3.475  0.124
H 3.479 0.259 5.580  0.125
H 1.689 0.741 7.187  0.122
H -0.663 0.949 6.418  0.115
H -1.185 0.653 4.034  0.121
H 2.433 -0.756 -1.220  0.156
H 2.025 -0.969 -3.833  0.134
H 0.410 -0.969 -5.735  0.132
H -2.013 -0.602 -5.260  0.132
H -2.719 -0.188 -2.897  0.131
O -4.379 2.585 0.375  0.150
C -3.278 2.140 0.264  -0.654
O -3.035 0.909 -0.170  -0.286
C -2.039 2.986 0.631  -0.178
P -0.718 2.464 -0.487  1.019
C -1.146 3.112 -2.108  -0.319
C -2.234 2.574 -2.805  -0.099
C -2.652 3.161 -3.986  -0.042
C -1.998 4.283 -4.479  -0.037
C -0.932 4.831 -3.781  -0.043
C -0.501 4.253 -2.597  -0.062
C 0.928 2.937 0.002  -0.358
C 1.169 3.364 1.308  -0.066
C 2.468 3.627 1.715  -0.041
C 3.521 3.453 0.830  -0.036
C 3.284 3.018 -0.469  -0.047
C 1.992 2.755 -0.887  -0.102
H -1.775 2.762 1.666  0.095
H -2.272 4.044 0.521  0.124
H -2.785 1.733 -2.398  0.077
H -3.504 2.754 -4.514  0.121
H -2.332 4.742 -5.399  0.122
H -0.439 5.719 -4.153  0.121
H 0.316 4.703 -2.053  0.111
H 0.353 3.503 2.006  0.113
H 2.654 3.974 2.722  0.122
H 4.532 3.664 1.149  0.120
H 4.109 2.897 -1.158  0.118
H 1.807 2.435 -1.906  0.109
C 1.181 -4.628 -1.957  -0.061
C 0.692 -4.566 -0.522  -0.209
N -0.254 -3.448 -0.396  0.033
C -1.220 -3.205 0.483  -0.698
S -2.348 -1.895 0.174  0.730
N -1.454 -3.896 1.583  0.037
C -0.791 -5.070 2.171  -0.205
C -1.540 -6.358 1.879  -0.062
H 1.899 -5.438 -2.073  0.093
H 1.685 -3.700 -2.237  0.067
H 0.355 -4.805 -2.646  0.091
H 1.532 -4.420 0.159  0.126
H 0.187 -5.494 -0.260  0.110
H -0.288 -2.836 -1.196  0.088
H -2.264 -3.565 2.090  0.129
H -0.748 -4.881 3.243  0.130
H 0.237 -5.108 1.824  0.097
H -2.559 -6.314 2.263  0.086
H -1.037 -7.194 2.362  0.090
H -1.590 -6.558 0.808  0.075

Forces on the atoms, in the same order (eV/Å):
0.08 -0.01 -0.57
0.06 -0.02 -0.03
-0.07 0.03 0.04
-0.02 0.00 -0.06
-0.01 -0.01 0.00
-0.02 0.01 -0.02
0.01 0.00 0.03
0.09 -0.05 0.00
-0.06 0.09 0.08
0.22 -0.11 -0.14
0.06 -0.05 -0.10
-0.22 0.18 0.20
-0.18 0.00 0.12
0.14 -0.14 -0.03
-0.02 -0.02 0.03
-0.01 0.02 0.03
0.00 -0.02 0.04
-0.15 -0.20 -0.13
-0.13 0.29 0.22
-0.03 0.00 0.00
0.01 0.00 0.00
0.00 0.00 0.01
-0.01 0.00 0.00
-0.01 0.00 0.00
-0.02 -0.01 -0.01
0.01 0.01 -0.01
0.01 -0.01 -0.01
-0.01 -0.01 0.00
0.05 -0.10 -0.05
-0.03 -0.06 -0.08
-0.05 0.41 0.27
0.20 -0.50 -0.27
0.04 -0.01 -0.08
-0.09 0.13 0.09
0.11 -0.05 -0.02
-0.09 0.08 0.13
0.01 0.00 0.00
-0.01 -0.02 0.00
0.02 -0.02 0.02
-0.03 -0.12 0.00
-0.07 -0.01 0.10
-0.02 0.03 0.01
0.01 -0.01 0.01
-0.01 -0.01 0.01
0.00 -0.01 -0.02
-0.03 0.04 0.01
0.04 0.00 -0.02
-0.01 -0.02 0.03
0.05 0.31 -0.01
-0.02 0.00 -0.01
-0.01 0.00 0.00
0.01 0.00 0.00
0.08 0.00 0.05
0.00 0.01 -0.01
0.00 0.00 0.01
0.01 0.01 0.00
0.01 0.00 -0.01
-0.01 0.01 -0.03
0.01 0.01 0.02
0.03 -0.03 0.03
-0.01 0.01 -0.06
0.00 0.01 0.14
0.08 -0.08 0.06
0.01 0.03 -0.02
0.04 -0.02 -0.01
0.02 -0.01 -0.01
0.00 0.00 0.00
0.00 0.01 -0.01
-0.01 0.00 -0.01
-0.02 -0.01 0.01
0.01 0.00 -0.02
-0.07 -0.05 -0.01
0.04 0.05 0.02
-0.03 -0.02 -0.01
-0.01 0.01 0.03
-0.01 0.00 0.00
0.00 -0.01 0.00
0.00 0.00 -0.01

no.,M (g/mol)
1,712.72
2,1137.45
3,810.77